[1]
{
  "formula": "C6H11N2O5S2",
  "method": "ωB97M-V/def2-TZVPD",
  "lumo_ev": -5.66,
  "charge": 1,
  "orbital_gap_ev": 6.6,
  "homo_ev": -12.252,
  "symbols": ["C", "C", "C", "C", "C", "C", "N", "N", "O", "O", "O", "O", "O", "S", "S", "H", "H", "H", "H", "H", "H", "H", "H", "H", "H", "H"],
  "xyz": [[-0.777, 1.026, -4.335], [-0.356, 2.575, -0.045], [0.712, 0.413, -0.764], [-0.164, -3.368, 1.852], [0.926, -1.322, 0.988], [-0.371, -1.957, 1.380], [0.622, 0.007, 0.470], [0.357, 1.720, -1.083], [0.334, 2.456, 1.173], [0.833, 0.814, 3.048], [0.745, 3.811, -2.335], [-0.754, 2.162, -3.724], [-0.870, -1.122, 2.455], [-0.025, 1.001, 1.943], [0.855, 2.405, -2.479], [-1.643, 0.529, -4.791], [0.174, 0.480, -4.626], [-0.451, 3.567, -0.478], [-1.465, 2.269, 0.055], [-1.049, -3.862, 2.178], [0.332, -3.921, 0.839], [0.511, -3.529, 2.640], [1.604, -1.219, 1.874], [1.350, -1.876, 0.059], [-1.139, -1.915, 0.516], [-0.292, -1.143, 3.189]],
  "lowdin_charge": [0.09, -0.23, -0.10, -0.04, -0.18, -0.42, -0.17, -0.31, -0.29, -0.32, -0.33, -0.16, -0.12, 1.07, 1.13, 0.12, 0.13, 0.12, 0.16, 0.07, 0.17, 0.06, 0.15, 0.16, 0.18, 0.06]
}

[2]
{
  "formula": "C6H11N2S",
  "method": "ωB97M-V/def2-TZVPD",
  "smiles": "CC1=[NH+][C@H](S)N(C)C=C1",
  "lumo_ev": -4.21,
  "charge": 1,
  "orbital_gap_ev": 8.8,
  "homo_ev": -13.055,
  "symbols": ["C", "C", "N", "C", "S", "N", "C", "C", "C", "H", "H", "H", "H", "H", "H", "H", "H", "H", "H", "H"],
  "xyz": [[0.350, -1.140, -2.766], [0.274, -0.774, -1.303], [-0.937, -0.463, -0.774], [-1.100, 0.012, 0.678], [-2.637, 0.763, 1.239], [0.194, 0.720, 1.012], [0.361, 1.606, 2.188], [1.330, 0.271, 0.447], [1.412, -0.722, -0.507], [-0.181, -0.299, -3.332], [-0.205, -2.135, -3.121], [1.378, -1.136, -2.980], [-1.806, -0.515, -1.272], [-1.021, -0.919, 1.312], [-3.326, -0.334, 1.400], [1.059, 1.119, 2.937], [0.800, 2.597, 1.990], [-0.511, 1.788, 2.748], [2.219, 0.641, 0.952], [2.348, -1.079, -0.849]],
  "lowdin_charge": [0.01, -0.27, 0.11, -0.56, 0.86, -0.11, -0.03, -0.03, 0.00, 0.12, 0.15, 0.06, 0.14, 0.13, -0.13, 0.12, 0.11, 0.05, 0.15, 0.11]
}

[3]
{
  "formula": "C6H11N3",
  "method": "ωB97M-V/def2-TZVPD",
  "smiles": "[H]/N=C\\N(C=C(C)C)N=C",
  "lumo_ev": 0.77,
  "orbital_gap_ev": 9.4,
  "homo_ev": -8.577,
  "symbols": ["H", "N", "C", "N", "C", "C", "C", "C", "N", "C", "H", "H", "H", "H", "H", "H", "H", "H", "H", "H"],
  "xyz": [[3.423, -0.971, -0.005], [2.836, -1.756, -0.274], [1.680, -1.285, -0.486], [1.256, -0.004, -0.219], [-0.060, 0.410, -0.551], [-1.180, -0.059, -0.031], [-2.523, 0.332, -0.600], [-1.212, -1.127, 1.037], [2.191, 0.912, 0.158], [1.811, 2.117, 0.376], [0.870, -1.961, -0.740], [-0.062, 1.188, -1.317], [-3.222, 0.604, 0.185], [-2.959, -0.523, -1.100], [-2.417, 1.172, -1.322], [-1.661, -2.046, 0.618], [-1.869, -0.815, 1.832], [-0.234, -1.394, 1.472], [0.757, 2.366, 0.349], [2.574, 2.840, 0.619]],
  "lowdin_charge": [0.02, 0.09, -0.28, -0.16, -0.11, -0.32, -0.06, -0.05, 0.02, -0.02, 0.12, 0.13, 0.08, 0.08, 0.09, 0.09, 0.07, 0.08, 0.06, 0.06]
}

[4]
{
  "formula": "C6H11N3",
  "method": "ωB97M-V/def2-TZVPD",
  "smiles": "C=C(C)[C@@](C)(N)NC#N",
  "lumo_ev": 0.52,
  "orbital_gap_ev": 9.7,
  "homo_ev": -9.158,
  "symbols": ["C", "C", "C", "C", "C", "N", "N", "C", "N", "H", "H", "H", "H", "H", "H", "H", "H", "H", "H", "H"],
  "xyz": [[-0.575, -0.937, -1.825], [-0.466, -0.747, -0.493], [-0.596, -1.939, 0.418], [0.506, 0.693, -0.045], [1.157, 0.457, 1.307], [1.403, 1.209, -0.982], [-0.663, 1.536, 0.003], [-1.738, 0.840, 0.490], [-2.650, 0.716, 1.222], [-0.734, -1.919, -2.261], [-0.433, -0.125, -2.531], [0.304, -2.109, 1.015], [-1.442, -1.808, 1.096], [-0.770, -2.865, -0.140], [1.958, -0.285, 1.238], [1.592, 1.394, 1.682], [0.427, 0.121, 2.045], [0.953, 1.661, -1.766], [2.272, 1.577, -0.623], [-0.505, 2.531, 0.151]],
  "lowdin_charge": [0.05, -0.27, -0.09, -0.53, -0.03, 0.10, 0.04, -0.34, 0.17, 0.06, 0.05, 0.07, 0.07, 0.08, 0.09, 0.09, 0.08, 0.09, 0.09, 0.15]
}

[5]
{
  "formula": "C6H11N3",
  "method": "ωB97M-V/def2-TZVPD",
  "smiles": "C/N=C1\\C[C@H]2CCN2N1",
  "lumo_ev": 0.99,
  "orbital_gap_ev": 9.3,
  "homo_ev": -8.291,
  "symbols": ["C", "N", "C", "C", "C", "C", "C", "N", "N", "H", "H", "H", "H", "H", "H", "H", "H", "H", "H", "H"],
  "xyz": [[2.965, -1.018, 0.394], [2.262, -0.309, -0.652], [1.022, -0.087, -0.520], [0.134, -0.675, 0.558], [-1.267, -0.401, -0.030], [-2.211, 0.580, 0.688], [-1.823, 1.558, -0.505], [-1.156, 0.483, -1.189], [0.242, 0.638, -1.423], [2.311, -1.731, 0.925], [3.813, -1.493, 0.008], [3.288, -0.259, 1.161], [0.280, -1.735, 0.790], [0.348, -0.224, 1.505], [-1.691, -1.343, -0.389], [-3.241, 0.262, 0.730], [-1.891, 0.924, 1.693], [-1.169, 2.361, -0.276], [-2.740, 1.931, -1.028], [0.525, 0.540, -2.440]],
  "lowdin_charge": [-0.14, 0.01, -0.37, -0.06, -0.29, -0.07, -0.15, -0.12, 0.06, 0.06, 0.04, 0.10, 0.11, 0.11, 0.13, 0.09, 0.11, 0.10, 0.11, 0.16]
}

[6]
{
  "formula": "C6H11N3O",
  "method": "ωB97M-V/def2-TZVPD",
  "smiles": "Cc1c[nH]cn1.CC(N)=O",
  "lumo_ev": 0.65,
  "orbital_gap_ev": 9.6,
  "homo_ev": -8.948,
  "symbols": ["C", "C", "C", "N", "C", "N", "H", "H", "H", "H", "H", "H", "C", "C", "N", "O", "H", "H", "H", "H", "H"],
  "xyz": [[-2.039, 0.284, -1.352], [-1.480, -0.799, -0.513], [-1.550, -2.152, -0.761], [-1.150, -2.793, 0.381], [-0.872, -1.822, 1.305], [-1.012, -0.650, 0.764], [-1.603, 1.276, -1.227], [-3.060, 0.506, -1.056], [-2.049, -0.035, -2.387], [-1.729, -2.726, -1.658], [-0.856, -3.747, 0.242], [-0.565, -2.018, 2.301], [0.723, 2.578, 0.297], [2.009, 1.863, 0.044], [2.041, 0.609, 0.577], [2.935, 2.291, -0.614], [0.547, 3.382, -0.407], [0.673, 3.020, 1.294], [-0.147, 1.944, 0.268], [2.892, 0.083, 0.496], [1.182, 0.212, 0.923]],
  "lowdin_charge": [-0.04, -0.34, -0.07, 0.04, -0.19, 0.07, 0.06, 0.08, 0.08, 0.12, 0.15, 0.11, -0.02, -0.60, 0.15, 0.03, 0.08, 0.09, 0.03, 0.10, 0.06]
}

[7]
{
  "formula": "C6H11N3O",
  "method": "ωB97M-V/def2-TZVPD",
  "spin_multiplicity": 3,
  "s_squared": 2.008,
  "lumo_ev": [0.96, -1.26],
  "orbital_gap_ev": [6.9, 8.5],
  "homo_ev": [-5.963, -9.758],
  "symbols": ["C", "C", "C", "C", "C", "C", "N", "N", "N", "O", "H", "H", "H", "H", "H", "H", "H", "H", "H", "H", "H"],
  "xyz": [[0.802, -0.990, 1.847], [-0.669, -1.077, 1.317], [0.794, -1.782, -0.398], [1.560, -0.885, 0.453], [-0.507, -0.964, -0.273], [-0.668, 2.536, -1.226], [1.311, 0.474, -0.102], [0.029, 0.396, -0.495], [-0.890, 1.151, -0.941], [-1.601, 2.894, -2.236], [1.000, -0.003, 2.373], [1.086, -1.807, 2.607], [-1.341, -1.955, 1.486], [-1.246, -0.108, 1.389], [1.183, -1.842, -1.553], [0.640, -2.784, -0.014], [2.678, -1.051, 0.548], [-1.367, -1.209, -0.841], [-0.625, 3.308, -0.342], [0.294, 2.590, -1.725], [-2.462, 3.109, -1.873]],
  "lowdin_spin": [0.04, 0.02, 0.02, 0.05, 0.01, 0.08, 0.70, 0.40, 0.62, 0.01, 0.00, 0.01, 0.00, 0.00, 0.00, 0.00, 0.00, 0.00, 0.03, 0.02, 0.00]
}

[8]
{
  "formula": "C6H11N3O2",
  "method": "ωB97M-V/def2-TZVPD",
  "lumo_ev": -9.22,
  "charge": 2,
  "orbital_gap_ev": 5.7,
  "homo_ev": -14.938,
  "symbols": ["C", "C", "C", "C", "C", "C", "N", "N", "N", "O", "O", "H", "H", "H", "H", "H", "H", "H", "H", "H", "H", "H"],
  "xyz": [[6.471, -0.899, -1.403], [6.611, 0.376, -1.113], [4.789, -1.389, 0.320], [-13.281, 0.038, -0.037], [6.390, 2.333, 0.467], [-12.298, -0.761, 0.552], [5.611, -1.798, -0.636], [5.240, 0.245, 0.697], [6.104, 0.993, -0.013], [4.024, -1.768, 1.058], [4.775, 0.581, 1.783], [6.888, -1.421, -2.245], [7.277, 0.821, -1.800], [-13.412, 1.143, 0.200], [-14.080, -0.452, -0.496], [-11.829, -1.413, -0.268], [6.770, 2.865, -0.318], [5.409, 2.762, 0.636], [7.072, 2.295, 1.331], [-11.489, -0.269, 1.156], [-12.556, -1.605, 1.236], [5.514, -2.678, -1.110]],
  "lowdin_charge": [0.01, -0.05, -0.34, 0.32, 0.06, -0.06, 0.17, -0.02, -0.05, 0.28, 0.14, 0.14, 0.14, 0.16, 0.10, 0.18, 0.08, 0.12, 0.14, 0.13, 0.17, 0.17]
}

[9]
{
  "formula": "C6H11N3O2S",
  "method": "ωB97M-V/def2-TZVPD",
  "spin_multiplicity": 3,
  "s_squared": 2.013,
  "lumo_ev": [-7.94, -9.83],
  "charge": 2,
  "orbital_gap_ev": [6.6, 7.2],
  "homo_ev": [-14.546, -17.036],
  "symbols": ["C", "C", "C", "C", "C", "C", "N", "N", "N", "O", "O", "S", "H", "H", "H", "H", "H", "H", "H", "H", "H", "H", "H"],
  "xyz": [[-0.233, 0.228, 0.210], [-0.007, 1.523, -0.134], [-1.196, -0.281, -0.790], [-0.446, 1.707, -1.557], [-1.990, 0.300, -3.115], [1.613, -1.356, 1.941], [-1.213, 0.606, -1.820], [0.772, 2.557, 0.588], [2.135, -2.508, 1.552], [-1.920, -1.345, -0.726], [-0.102, 2.566, -2.326], [1.444, -0.621, 3.463], [-2.430, 1.289, -3.516], [-1.144, -0.022, -3.874], [-2.484, -0.592, -2.945], [1.263, -0.671, 1.083], [0.187, 2.900, 1.352], [0.851, 3.439, 0.077], [1.719, 2.236, 0.743], [2.369, -3.063, 2.315], [-2.293, -1.645, 0.142], [2.089, -2.885, 0.565], [1.095, 0.562, 2.969]],
  "lowdin_spin": [0.78, 0.33, 0.27, 0.09, 0.00, 0.05, 0.04, 0.03, 0.00, 0.09, 0.24, 0.01, 0.00, 0.00, 0.00, 0.03, 0.01, 0.00, 0.01, 0.00, 0.01, 0.00, 0.00]
}

[10]
{
  "formula": "C6H11N3O3",
  "method": "ωB97M-V/def2-TZVPD",
  "smiles": "Cn1cc(O)n(CO)/c1=N\\CO",
  "lumo_ev": 0.39,
  "orbital_gap_ev": 7.3,
  "homo_ev": -6.957,
  "symbols": ["C", "N", "C", "C", "O", "N", "C", "O", "C", "N", "C", "O", "H", "H", "H", "H", "H", "H", "H", "H", "H", "H", "H"],
  "xyz": [[-0.178, 2.905, -0.342], [0.488, 1.560, -0.099], [1.808, 1.309, -0.013], [2.003, -0.024, 0.120], [3.127, -0.675, 0.349], [0.743, -0.689, 0.157], [0.549, -2.101, 0.483], [0.151, -2.933, -0.628], [-0.212, 0.406, 0.068], [-1.497, 0.436, 0.051], [-2.458, -0.876, 0.274], [-3.740, -0.625, -0.274], [-0.886, 3.058, -1.189], [-0.770, 3.117, 0.556], [0.616, 3.784, -0.388], [2.434, 2.104, -0.383], [3.839, -0.003, 0.245], [-0.323, -2.324, 1.179], [1.454, -2.452, 0.915], [0.900, -3.150, -1.161], [-2.614, -1.062, 1.293], [-1.929, -1.850, -0.228], [-3.506, 0.083, -0.984]],
  "lowdin_charge": [-0.02, -0.10, -0.06, -0.35, 0.08, 0.10, -0.18, -0.05, -0.35, 0.11, -0.24, -0.11, 0.08, 0.07, 0.12, 0.12, 0.14, 0.14, 0.11, 0.07, 0.07, 0.13, 0.12]
}

Computed ΔE to the lowest compared entry with this formula, charge and spin (eV) in order:
2.812 2.000 2.162 2.927 2.456 0.410 0.920 4.206 0.000 3.777
Computed electronic energy (a.u.) in order:
-1516.8284 -742.6359 -399.4158 -399.3877 -399.4050 -474.7511 -474.4980 -549.1697 -947.3579 -625.1131